Density functional theory data (ωB97M-V/def2-TZVPD) for C6H14O as an isolated structure.

Results
HOMO energy (spin up / spin down) in eV: -7.391 / -7.300
Maximum force in eV/A: 0.82
Kohn-Sham gap (spin up / spin down) in eV: 8.170 / 8.050
DFT total energy in eV: -8492.4725
LUMO energy (spin up / spin down) in Eh: 0.029 / 0.028
ΔE to the lowest compared entry with this formula, charge and spin in kJ/mol: 426.4

Geometry as ORCA input:
```
! RIJCOSX wB97M-V def2-TZVPD def2/J DEFGRID3
* xyz 0 1
C -1.45 2.00 -1.55
O -0.52 1.33 -0.89
C -0.74 0.27 -0.16
C 0.45 -0.39 0.50
C 0.12 -1.88 0.67
C 1.71 -0.22 -0.35
C 0.68 0.24 1.90
H -1.83 0.22 -2.36
H -1.06 2.83 -2.10
H -2.45 2.03 -1.16
H -1.61 -0.41 -1.94
H -1.72 0.15 0.23
H -0.80 -2.03 1.25
H 0.93 -2.39 1.21
H -0.01 -2.37 -0.30
H 1.97 0.83 -0.47
H 1.57 -0.65 -1.35
H 2.56 -0.74 0.13
H 0.90 1.31 1.81
H 1.52 -0.25 2.40
H -0.21 0.13 2.53
*
```